No. 1
{
  "formula": "C3H11N3O3",
  "method": "ωB97M-V with the def2-TZVPD basis set",
  "symbols": ["C", "N", "N", "N", "O", "H", "H", "H", "H", "H", "H", "H", "C", "C", "O", "O", "H", "H", "H", "H"],
  "coordinates": [[-1.538, 2.207, -0.360], [-0.439, 1.394, 0.115], [-0.796, -0.653, -1.493], [-0.244, 1.505, 1.430], [-0.860, -0.229, -0.177], [-1.482, -0.145, -2.050], [0.148, -0.478, -1.842], [0.439, 0.738, 1.747], [-1.102, 1.464, 1.989], [-1.204, 3.246, -0.338], [-1.748, 1.938, -1.393], [-2.441, 2.087, 0.251], [1.226, -2.577, 0.205], [1.365, -1.126, 0.540], [1.922, -0.408, -0.462], [1.319, -0.675, 1.682], [1.917, 0.533, -0.223], [1.606, -3.176, 1.031], [1.740, -2.846, -0.714], [0.173, -2.799, 0.059]],
  "charge": 0,
  "gap_ev": 9.27,
  "smiles": "CC(=O)O.CN(N)ON",
  "homo_energy_ev": -8.34
}


No. 2
{
  "formula": "C3H11N3OS",
  "method": "ωB97M-V with the def2-TZVPD basis set",
  "symbols": ["C", "C", "C", "N", "N", "N", "O", "S", "H", "H", "H", "H", "H", "H", "H", "H", "H", "H", "H"],
  "coordinates": [[2.320, -0.863, 1.333], [-3.186, 1.899, 0.648], [-3.458, -0.500, 0.802], [1.356, 0.101, 0.735], [1.136, 1.815, -1.000], [-2.815, 0.518, 0.969], [2.464, -0.331, -1.459], [1.142, 0.150, -0.972], [2.027, -0.794, 2.450], [3.387, -0.490, 1.272], [2.148, -1.815, 0.947], [-2.573, 2.626, 1.250], [-2.953, 2.090, -0.379], [-4.302, 2.207, 0.757], [-4.571, -0.597, 0.451], [0.449, 0.075, 1.105], [-2.861, -1.505, 0.992], [1.955, 2.454, -0.816], [0.357, 2.076, -1.583]],
  "charge": 0,
  "gap_ev": 9.58,
  "homo_energy_ev": -8.85
}


No. 3
{
  "formula": "C3H11N3Si",
  "method": "ωB97M-V with the def2-TZVPD basis set",
  "symbols": ["C", "C", "C", "N", "N", "N", "Si", "H", "H", "H", "H", "H", "H", "H", "H", "H", "H", "H"],
  "coordinates": [[-0.868, -2.134, -0.148], [0.901, -0.055, -1.935], [0.822, -0.297, 1.523], [-0.320, 3.289, 1.352], [-0.733, 3.269, 0.277], [-1.395, 0.931, -0.040], [-0.150, -0.276, -0.175], [-1.195, -2.321, 0.895], [-1.745, -2.396, -0.685], [0.015, -2.719, -0.299], [1.902, 0.225, -1.781], [0.779, -1.038, -2.485], [0.553, 0.706, -2.645], [0.175, -0.571, 2.267], [1.633, -1.069, 1.423], [1.332, 0.692, 1.749], [0.007, 2.349, 1.605], [-1.713, 1.413, -0.898]],
  "charge": 0,
  "gap_ev": [10.20, 7.35],
  "homo_energy_ev": [-9.76, -8.43]
}


No. 4
{
  "formula": "C3H11N4",
  "method": "ωB97M-V with the def2-TZVPD basis set",
  "symbols": ["C", "C", "C", "N", "N", "N", "N", "H", "H", "H", "H", "H", "H", "H", "H", "H", "H", "H"],
  "coordinates": [[-0.892, -0.009, -1.009], [1.528, 0.700, -0.981], [-0.353, -0.452, 2.003], [-0.815, -0.952, -1.784], [-1.865, 0.841, -0.683], [0.444, 0.433, -0.014], [0.581, -0.658, 0.979], [2.414, 1.108, -0.578], [1.591, 0.004, -1.817], [1.115, 1.480, -1.606], [-0.228, -1.301, 2.628], [-0.128, 0.385, 2.746], [-1.289, -0.303, 1.476], [-0.013, -1.573, -1.656], [-2.542, 0.917, -1.446], [-1.675, 1.759, -0.251], [1.534, -0.721, 1.426], [0.592, -1.660, 0.567]],
  "charge": 1,
  "gap_ev": 10.62,
  "smiles": "[H]/N=C(/N)N(C)[NH2+]C",
  "homo_energy_ev": -14.13
}


No. 5
{
  "formula": "C3H11N4",
  "method": "ωB97M-V with the def2-TZVPD basis set",
  "symbols": ["N", "C", "N", "H", "H", "H", "H", "C", "N", "C", "N", "H", "H", "H", "H", "H", "H", "H"],
  "coordinates": [[-0.751, 0.263, -2.841], [-1.335, 1.283, -2.098], [-2.396, 1.058, -1.434], [-1.131, -0.627, -2.557], [0.261, 0.305, -2.864], [-0.829, 2.247, -2.158], [-2.746, 1.928, -1.036], [1.661, -0.627, -0.106], [0.636, -0.720, 0.942], [0.805, -0.602, 2.224], [-0.200, -0.609, 3.088], [1.599, 0.373, -0.533], [1.382, -1.345, -0.874], [2.671, -0.843, 0.222], [-0.315, -0.656, 0.585], [1.819, -0.512, 2.592], [-1.160, -0.497, 2.796], [0.031, -0.420, 4.053]],
  "charge": 1,
  "gap_ev": 8.96,
  "homo_energy_ev": -12.66
}


No. 6
{
  "formula": "C3H11N5",
  "method": "ωB97M-V with the def2-TZVPD basis set",
  "symbols": ["C", "C", "C", "H", "H", "H", "H", "H", "H", "H", "H", "H", "H", "H", "N", "N", "N", "N", "N"],
  "coordinates": [[-2.469, 0.261, 0.736], [-1.951, -0.261, -0.586], [0.530, -0.296, -0.240], [-2.558, -0.530, 1.505], [-1.844, 1.076, 1.124], [-3.483, 0.641, 0.596], [-2.661, -1.011, -1.032], [-1.813, 0.597, -1.263], [-0.725, -1.861, -0.041], [1.631, -1.859, -0.909], [2.961, 0.146, 0.250], [2.726, -0.915, 1.432], [1.874, 1.862, -1.227], [1.731, 2.517, 0.214], [-0.664, -0.938, -0.475], [1.594, -1.193, -0.127], [2.835, -0.844, 0.424], [0.505, 0.993, -0.117], [1.780, 1.614, -0.263]],
  "charge": 0,
  "gap_ev": 9.26,
  "smiles": "CCN/C(=N/N)NN",
  "homo_energy_ev": -8.20
}


ΔE to the lowest compared entry with this formula, charge and spin for the records above, in order: 102.46; 78.61; 117.45; 89.57; 19.67; 40.51 kcal/mol